Density functional theory data (the ωB97M-V functional and the def2-TZVPD basis) for a structure of composition C16H36Al2BBr3F7IN6O11PS3 at a distorted geometry.

Element x y z (Å)
Al (-14.239, -2.611, -6.014)
O (3.052, 0.567, 2.715)
H (5.951, -0.726, 6.866)
H (-1.674, -7.775, 0.840)
C (-0.899, 0.165, -4.206)
N (-7.003, 3.705, -6.421)
N (-0.810, -5.688, -0.321)
H (1.107, 2.770, 2.859)
H (-11.028, 1.238, -5.418)
O (-2.412, -6.217, -1.831)
H (-0.752, 2.004, -3.011)
C (7.915, 2.769, 5.859)
O (-6.964, 1.650, -4.866)
H (9.078, 1.067, 5.430)
P (0.048, -3.944, 3.079)
S (-8.171, 4.463, -5.628)
H (0.635, -0.576, -2.289)
H (7.046, -4.135, 4.629)
H (8.772, 4.587, 5.630)
C (2.053, 2.944, 3.369)
H (-1.375, 0.376, 1.538)
F (-5.693, 3.537, -4.332)
C (6.821, -3.486, 5.459)
S (2.689, 1.364, 3.933)
H (6.404, -2.480, 8.583)
O (6.826, 3.178, 6.230)
C (-1.644, 1.021, -5.260)
O (-7.730, 5.365, -4.627)
H (-0.304, -5.867, 0.528)
H (0.714, 1.529, -3.916)
H (-0.717, -1.388, -0.508)
H (7.461, 0.789, 5.960)
O (-9.318, 3.661, -5.352)
N (-2.143, -7.551, -0.017)
C (-0.150, -0.572, -0.048)
H (1.387, -2.546, 4.103)
N (8.940, 3.601, 5.545)
C (6.420, -2.139, 5.363)
O (-0.768, -1.507, 2.159)
C (-0.540, -0.331, 1.433)
H (9.842, 3.286, 5.242)
H (1.500, 0.884, -1.813)
H (-0.907, 1.362, -5.989)
C (-11.162, 0.778, -6.390)
Al (-2.112, 1.415, -0.703)
F (-2.901, 3.902, -3.937)
H (0.327, 0.185, 1.902)
H (-0.564, -4.894, -0.877)
H (4.803, 1.192, 5.029)
H (-2.886, -8.146, -0.336)
H (1.110, -2.308, 1.621)
I (0.411, -1.150, -5.350)
F (-3.243, 5.502, -5.572)
N (6.236, -1.663, 6.629)
F (-0.024, -0.511, -7.229)
Br (-12.006, 2.065, -7.517)
S (-6.200, 2.671, -5.514)
Br (-9.436, 0.268, -7.032)
H (7.138, -4.757, 7.233)
Br (-12.325, -0.800, -6.107)
H (-1.599, -0.483, -3.667)
H (1.886, 3.594, 4.227)
C (-1.833, -6.478, -0.791)
C (6.869, -3.807, 6.801)
H (-2.150, 1.849, -4.749)
F (-1.430, 5.666, -4.186)
C (0.514, 0.494, -2.074)
H (0.918, -0.792, -0.056)
O (1.186, -4.974, 2.461)
O (-4.981, 2.235, -6.100)
H (2.069, -4.729, 2.773)
F (-8.641, 5.392, -6.771)
C (-0.122, 1.160, -3.312)
C (0.050, -2.591, 1.774)
B (-2.263, 4.790, -4.879)
H (-0.312, -3.101, 0.869)
N (8.193, 1.428, 5.732)
O (0.806, -3.272, 4.376)
F (-1.506, 4.024, -5.780)
H (6.259, -1.506, 4.505)
H (2.763, 3.401, 2.680)
C (4.208, 2.013, 4.636)
H (4.775, 2.534, 3.865)
O (-0.334, 0.641, -0.878)
H (-2.369, 0.375, -5.764)
H (3.960, 2.696, 5.448)
C (6.496, -2.653, 7.522)

The value obtained for the LUMO energy is -13.0813 eV. For the molar mass, the calculation gives 1180.05 g/mol. As for the HOMO energy: -0.5096 Eh. Its net charge is +3. As for the total energy: -341522.9562 eV. The calculation puts the frontier orbital gap at 0.784 eV.

Mulliken population analysis, charges in e, atoms 1 to 2: 0.676 -0.616